Record 1
C66H55N7O2P2V | the ωB97M-V functional and the def2-TZVPD basis

Last column: Mulliken spin population.
Cartesian coordinates (Å):
1 V -0.2541 1.2093 2.0579  -0.024
2 C -3.3923 -3.4724 1.7587  0.002
3 C -2.2056 -3.4936 1.0422  0.010
4 C -1.2062 -2.5687 1.3167  0.030
5 C -1.3727 -1.6105 2.3121  -0.020
6 C -2.5655 -1.6071 3.0387  0.000
7 C -3.5671 -2.5237 2.7587  0.001
8 N -0.3330 -0.6957 2.6106  0.005
9 C 0.5901 -1.1159 3.5435  0.002
10 C 0.7400 -2.3925 4.0851  -0.007
11 C 1.7285 -2.6205 5.0387  0.000
12 C 2.5594 -1.5932 5.4653  0.004
13 C 2.4065 -0.3078 4.9509  -0.006
14 C 1.4328 -0.0780 3.9887  0.003
15 N 1.1309 1.1258 3.3666  0.021
16 N 1.7890 2.2288 3.8789  0.002
17 C 1.2694 3.3084 3.3476  0.006
18 C 1.7945 4.6146 3.6053  -0.008
19 C 1.2101 5.6979 3.0358  0.001
20 C 0.0846 5.5362 2.1863  0.002
21 C -0.3787 4.2730 1.9674  -0.002
22 N 0.1800 3.1664 2.5153  0.003
23 H -4.1769 -4.1849 1.5393  0.000
24 H -2.0598 -4.2291 0.2592  -0.005
25 H -0.2733 -2.5749 0.7626  -0.018
26 H -2.6906 -0.8755 3.8259  -0.001
27 H -4.4903 -2.5000 3.3250  0.000
28 H 0.0882 -3.1979 3.7688  0.000
29 H 1.8454 -3.6150 5.4526  0.000
30 H 3.3210 -1.7857 6.2103  0.000
31 H 3.0230 0.5164 5.2823  0.000
32 H 2.6551 4.6944 4.2551  0.000
33 H 1.6054 6.6884 3.2266  0.000
34 H -0.3997 6.3807 1.7185  0.000
35 H -1.2317 4.1040 1.3209  0.001
36 C -1.3115 1.3522 5.3072  0.001
37 O -1.6524 1.4160 3.9220  0.004
38 C -2.8995 1.8366 3.5907  0.011
39 C -3.9146 2.0860 4.5017  -0.007
40 C -5.1483 2.5190 4.0345  0.003
41 C -5.3543 2.7097 2.6772  -0.001
42 C -4.3315 2.4623 1.7741  -0.005
43 C -3.0983 2.0050 2.2212  -0.007
44 N -1.9939 1.7241 1.3578  0.023
45 N -2.2956 2.0499 0.1193  -0.005
46 C -1.3164 2.1179 -0.8196  -0.010
47 C 0.0550 1.8920 -0.6469  0.006
48 O 0.6062 1.3407 0.4367  -0.003
49 C 0.9669 2.1777 -1.7063  -0.020
50 C 0.5439 2.5632 -2.9376  -0.004
51 C -0.8515 2.6901 -3.2009  0.031
52 C -1.3278 3.0259 -4.4879  0.001
53 C -2.6683 3.1478 -4.7366  0.010
54 C -3.5881 2.9334 -3.6939  -0.004
55 C -3.1506 2.6075 -2.4358  0.032
56 C -1.7718 2.4819 -2.1517  -0.022
57 H -1.4499 2.3321 5.7670  0.000
58 H -0.2698 1.0625 5.3585  -0.002
59 H -1.9296 0.6065 5.8112  0.001
60 H -3.7488 1.9510 5.5600  0.000
61 H -5.9448 2.7150 4.7404  0.000
62 H -6.3118 3.0616 2.3166  0.000
63 H -4.4721 2.6151 0.7154  0.000
64 H 2.0204 2.0748 -1.4674  0.001
65 H 1.2540 2.7938 -3.7244  0.001
66 H -0.6045 3.1928 -5.2786  0.000
67 H -3.0203 3.4093 -5.7264  0.001
68 H -4.6502 3.0228 -3.8856  0.000
69 H -3.8569 2.4309 -1.6374  -0.006
70 C 1.1310 -0.8346 -1.8817  -0.030
71 N 2.1308 -1.6105 -2.0608  0.012
72 C 2.9263 -2.1987 -0.9430  0.002
73 P 2.7258 -1.3624 0.7204  -0.006
74 C 3.7483 -2.5728 1.6263  0.000
75 C 3.1198 -3.7559 2.0143  0.000
76 C 3.8131 -4.7171 2.7310  0.000
77 C 5.1339 -4.4909 3.0941  0.000
78 C 5.7572 -3.3055 2.7342  0.001
79 C 5.0708 -2.3501 1.9967  0.000
80 C 3.7959 0.0937 0.4901  0.000
81 C 3.8708 0.9616 1.5810  -0.001
82 C 4.5265 2.1763 1.4712  0.000
83 C 5.1125 2.5447 0.2671  0.000
84 C 5.0471 1.6887 -0.8220  0.000
85 C 4.3899 0.4692 -0.7123  0.000
86 C 2.5414 -1.9402 -3.4068  -0.002
87 C 2.4514 -0.9716 -4.3954  -0.001
88 C 2.8110 -1.3000 -5.6919  0.000
89 C 3.2633 -2.5767 -5.9921  -0.001
90 C 3.3626 -3.5303 -4.9893  0.001
91 C 3.0062 -3.2158 -3.6873  0.001
92 P -2.0343 -0.7888 -2.2702  0.600
93 C -3.7850 -0.4922 -2.4423  0.020
94 C -4.5552 -0.7439 -3.5851  0.059
95 C -5.9074 -0.4462 -3.5937  -0.056
96 C -6.5122 0.1065 -2.4701  0.106
97 C -5.7597 0.3590 -1.3291  -0.061
98 C -4.4090 0.0626 -1.3142  0.037
99 C -1.5219 -1.3868 -3.9228  0.097
100 C -1.4802 -0.5410 -5.0340  0.077
101 C -0.9607 -0.9888 -6.2411  0.002
102 C -0.4709 -2.2831 -6.3565  0.013
103 C -0.4935 -3.1297 -5.2571  0.009
104 C -1.0099 -2.6813 -4.0489  0.030
105 H 0.5932 -0.4769 -2.7475  0.019
106 H 0.8390 -0.5470 -0.8767  -0.004
107 H 3.9577 -2.2086 -1.2941  0.000
108 H 2.6081 -3.2344 -0.8156  0.000
109 H 2.0692 -3.9075 1.7865  0.000
110 H 3.3143 -5.6297 3.0308  0.000
111 H 5.6713 -5.2324 3.6710  0.000
112 H 6.7821 -3.1197 3.0289  0.000
113 H 5.5615 -1.4256 1.7187  0.000
114 H 3.3860 0.7065 2.5144  0.002
115 H 4.5471 2.8415 2.3246  0.000
116 H 5.6105 3.5013 0.1755  0.000
117 H 5.4990 1.9708 -1.7648  0.000
118 H 4.3445 -0.1682 -1.5881  0.000
119 H 2.1230 0.0328 -4.1545  0.001
120 H 2.7396 -0.5495 -6.4677  0.000
121 H 3.5442 -2.8274 -7.0063  0.000
122 H 3.7184 -4.5259 -5.2180  0.000
123 H 3.0778 -3.9637 -2.9099  0.000
124 H -4.0916 -1.1756 -4.4632  0.013
125 H -6.4952 -0.6453 -4.4810  -0.001
126 H -7.5694 0.3394 -2.4854  0.006
127 H -6.2224 0.7919 -0.4508  0.000
128 H -3.8202 0.2576 -0.4250  0.035
129 H -1.8491 0.4748 -4.9499  0.002
130 H -0.9373 -0.3192 -7.0922  0.000
131 H -0.0665 -2.6299 -7.2993  0.000
132 H -0.1098 -4.1392 -5.3398  0.001
133 H -1.0304 -3.3474 -3.1917  -0.014

Computed properties:
Multiplicity   2
⟨S²⟩   0.7677
HOMO-LUMO gap (alpha / beta)   4.433 / 4.358 eV

Record 2
C5H8N2S | the ωB97M-V functional and the def2-TZVPD basis

Last column: natural (NBO) charge in e.
Cartesian coordinates (Å):
1 C -0.0530 0.6526 0.8856  -0.332
2 C -1.0618 -0.4575 0.4650  -0.092
3 C 0.9154 -0.5419 0.6220  -0.094
4 C 0.7954 -0.7277 -0.9063  -0.113
5 C -0.6872 -0.6577 -1.0247  -0.116
6 H 0.0334 3.0418 0.9502  0.130
7 H -0.1487 0.8734 1.9993  0.222
8 H -2.1096 -0.4268 0.7314  0.215
9 H -0.2244 -1.3583 2.1381  0.364
10 H 1.9085 -0.6175 1.0735  0.214
11 H 1.5173 -0.2318 -1.5701  0.220
12 H -0.0306 -2.5441 -0.6247  0.378
13 H -1.2145 -0.1472 -1.8143  0.222
14 N -0.1426 -1.4564 1.1196  -0.616
15 N 0.0483 -1.8646 -1.3883  -0.561
16 S 0.0922 2.1907 -0.0783  -0.040

Computed properties:
HOMO-LUMO gap   9.959 eV

Record 3
C5H7NOS2 | the ωB97M-V functional and the def2-TZVPD basis

Last column: natural (NBO) charge in e.
Cartesian coordinates (Å):
1 C -0.8033 1.3283 0.7807  -0.253
2 C -0.7492 0.0841 0.3775  -0.088
3 C -0.2189 1.5232 2.1691  0.593
4 C 0.1970 -0.8814 -1.5794  -0.635
5 C -0.9150 -0.8280 -0.6680  -0.326
6 N 0.9216 1.0225 2.5681  -0.747
7 O -0.8799 2.1950 2.9120  -0.566
8 S 2.1374 0.6682 1.3689  0.233
9 S -0.5455 -1.7396 0.8980  0.147
10 H -1.1722 2.2999 0.5378  0.239
11 H 0.0740 -1.8748 -2.0619  0.215
12 H 1.2529 -0.6353 -1.2174  0.237
13 H -0.0556 -0.1832 -2.3866  0.219
14 H -1.9978 -1.1248 -1.0268  0.216
15 H 1.2776 1.3180 3.5398  0.428
16 H 2.0928 -0.5274 1.6114  0.088

Computed properties:
Multiplicity   3
⟨S²⟩   2.0158
HOMO-LUMO gap (alpha / beta)   6.151 / 6.016 eV

Record 4
C11H26BCl12NO3S | the ωB97M-V functional and the def2-TZVPD basis

Last column: natural (NBO) charge in e.
Cartesian coordinates (Å):
1 N 5.6058 -0.5867 0.8276  -0.836
2 C 4.2215 -0.0963 0.6842  -0.200
3 C 4.0631 1.4303 0.9643  -0.803
4 B 2.5496 1.9437 1.0482  0.727
5 C 1.5703 2.1533 -0.2013  -0.800
6 C 1.2656 0.8663 -1.0384  -0.418
7 C 0.8546 -0.3742 -0.2115  -0.643
8 S -0.6622 -0.1683 0.7713  2.257
9 O -1.7873 0.2618 -0.0845  -0.930
10 O -0.9718 -1.5002 1.3524  -0.930
11 O -0.4025 0.8227 2.0558  -0.855
12 H 5.5969 -1.2025 1.6334  0.352
13 H 5.7803 -1.2173 0.0447  0.363
14 H 3.7720 -0.3391 -0.2971  0.180
15 H 3.5821 -0.6214 1.4277  0.164
16 H 4.6821 1.9926 0.2396  0.235
17 H 4.5229 1.6143 1.9557  0.226
18 H 2.1195 2.2348 2.1258  -0.094
19 H 0.6139 2.6420 0.0618  0.212
20 H 2.0701 2.8598 -0.8984  0.253
21 H 2.1375 0.6342 -1.6837  0.237
22 H 0.4436 1.1180 -1.7285  0.235
23 H 0.6246 -1.1834 -0.9241  0.273
24 H 1.6305 -0.7661 0.4619  0.250
25 H -0.9188 1.6298 1.9401  0.513
26 Cl 3.3597 1.8131 -3.2559  -0.023
27 C 2.5802 1.7525 -4.8439  -0.393
28 Cl 0.8637 1.3534 -4.7178  -0.015
29 H 2.6795 2.7232 -5.3178  0.226
30 H 3.0717 0.9936 -5.4437  0.225
31 Cl -6.4720 -0.7255 0.6335  -0.053
32 C -4.8605 -1.4608 0.5965  -0.390
33 Cl -4.5060 -2.1626 -0.9823  -0.016
34 H -4.1199 -0.6971 0.8117  0.239
35 H -4.8157 -2.2431 1.3463  0.224
36 Cl 7.1120 -0.9899 -1.8547  -0.015
37 C 6.2117 -1.1113 -3.3713  -0.397
38 Cl 4.5334 -1.5901 -3.0897  -0.029
39 H 6.2243 -0.1446 -3.8644  0.222
40 H 6.6842 -1.8575 -4.0023  0.226
41 Cl 3.5407 -4.7129 -3.3497  -0.017
42 C 4.6262 -5.6092 -4.4162  -0.394
43 Cl 5.4317 -4.5376 -5.5708  -0.034
44 H 5.3805 -6.1025 -3.8127  0.223
45 H 4.0495 -6.3455 -4.9656  0.224
46 Cl -7.4662 0.8982 4.7792  -0.032
47 C -8.3478 0.9003 3.2461  -0.396
48 Cl -10.0660 0.5577 3.4882  -0.029
49 H -8.2471 1.8772 2.7847  0.225
50 H -7.9261 0.1393 2.5986  0.236
51 Cl -11.3108 2.4646 7.8806  -0.032
52 C -10.3986 2.5224 6.3662  -0.399
53 Cl -10.7976 3.9677 5.4286  -0.033
54 H -9.3386 2.5339 6.5949  0.223
55 H -10.6399 1.6448 5.7767  0.231

Computed properties:
HOMO-LUMO gap   9.807 eV
Structure (SMILES)   NCCBCCCS(=O)(=O)O.ClCCl.ClCCl.ClCCl.ClCCl.ClCCl.ClCCl

Record 5
C4H17N2O2 | the ωB97M-V functional and the def2-TZVPD basis

Last column: natural (NBO) charge in e.
Cartesian coordinates (Å):
1 C 1.9024 -1.6571 -0.5321  -0.324
2 N 1.8930 -1.9541 -1.9281  -0.228
3 C 0.6038 -0.8820 -0.0423  -0.010
4 N -0.4480 -1.8500 0.5096  -0.512
5 C -1.7951 -1.1911 0.8096  -0.430
6 C 1.0283 0.0609 1.1005  -0.640
7 H 2.7095 -0.9669 -0.3240  0.280
8 H 2.0344 -2.5772 0.0485  0.288
9 H 2.6873 -1.6249 -2.4857  0.447
10 H 1.4989 -2.8474 -2.2495  0.430
11 H 0.1592 -0.3406 -0.8632  0.256
12 H -0.0598 -2.1482 1.4104  0.439
13 H -0.4611 -2.7182 -0.0254  0.433
14 H -1.5752 -0.1270 0.7720  0.268
15 H -1.9269 -1.2855 1.8718  0.258
16 H -2.5482 -1.5060 0.1055  0.263
17 H 1.8530 0.6710 0.7371  0.261
18 H 1.4872 -0.5570 1.8866  0.225
19 H 0.1999 0.6265 1.5186  0.286
20 H -0.7118 5.2082 -1.1435  0.480
21 H -0.4047 4.5312 -2.4452  0.476
22 O -0.5849 4.3213 -1.5206  -0.956
23 H -1.7330 2.5782 2.2392  0.492
24 H -2.6258 2.4384 1.1021  0.495
25 O -2.0193 1.8821 1.6229  -0.976

Computed properties:
Multiplicity   2
⟨S²⟩   0.7546
HOMO-LUMO gap (alpha / beta)   8.770 / 3.456 eV
Charge   +2

What did the fifth record say?
C4H17N2O2 | the ωB97M-V functional and the def2-TZVPD basis

Last column: natural (NBO) charge in e.
Cartesian coordinates (Å):
1 C 1.9024 -1.6571 -0.5321  -0.324
2 N 1.8930 -1.9541 -1.9281  -0.228
3 C 0.6038 -0.8820 -0.0423  -0.010
4 N -0.4480 -1.8500 0.5096  -0.512
5 C -1.7951 -1.1911 0.8096  -0.430
6 C 1.0283 0.0609 1.1005  -0.640
7 H 2.7095 -0.9669 -0.3240  0.280
8 H 2.0344 -2.5772 0.0485  0.288
9 H 2.6873 -1.6249 -2.4857  0.447
10 H 1.4989 -2.8474 -2.2495  0.430
11 H 0.1592 -0.3406 -0.8632  0.256
12 H -0.0598 -2.1482 1.4104  0.439
13 H -0.4611 -2.7182 -0.0254  0.433
14 H -1.5752 -0.1270 0.7720  0.268
15 H -1.9269 -1.2855 1.8718  0.258
16 H -2.5482 -1.5060 0.1055  0.263
17 H 1.8530 0.6710 0.7371  0.261
18 H 1.4872 -0.5570 1.8866  0.225
19 H 0.1999 0.6265 1.5186  0.286
20 H -0.7118 5.2082 -1.1435  0.480
21 H -0.4047 4.5312 -2.4452  0.476
22 O -0.5849 4.3213 -1.5206  -0.956
23 H -1.7330 2.5782 2.2392  0.492
24 H -2.6258 2.4384 1.1021  0.495
25 O -2.0193 1.8821 1.6229  -0.976

Computed properties:
Multiplicity   2
⟨S²⟩   0.7546
HOMO-LUMO gap (alpha / beta)   8.770 / 3.456 eV
Charge   +2